Entry 1:
ORCA calculation (ωB97M-V/def2-TZVPD) on one molecule with the formula C7H15N.

Each line ends with the Mulliken charge.
Positions of all 23 atoms, in Å:
C 0.191 -0.729 -2.133  -0.310
N 0.391 0.462 -1.275  -0.369
C -0.416 0.445 -0.023  0.494
C 0.317 1.304 1.055  -0.933
C 0.891 0.470 2.194  -0.249
C 0.148 0.044 3.198  -0.667
C -1.873 0.781 -0.253  -1.455
C 1.181 -1.839 -1.722  -1.145
H 0.344 -0.343 -3.142  0.419
H -0.783 -1.207 -2.056  0.186
H 0.142 1.264 -1.828  0.278
H -0.277 -0.593 0.289  0.127
H 1.175 1.790 0.594  0.349
H -0.382 2.072 1.375  0.383
H 1.966 0.347 2.155  0.311
H -0.929 0.153 3.167  0.218
H 0.554 -0.449 4.066  0.290
H -1.974 1.722 -0.779  0.375
H -2.345 -0.035 -0.815  0.367
H -2.504 0.769 0.638  0.380
H 0.943 -2.748 -2.271  0.366
H 2.243 -1.604 -1.762  0.313
H 0.996 -2.075 -0.671  0.270

molar mass	113.2	g/mol
largest force on an atom	0.034	Eh/bohr
SMILES	C=CC[C@@H](C)NCC
LUMO energy	1.1	eV
energy relative to the best compared isomer or geometry (same formula, charge and spin)	30.97	kcal/mol
gap between HOMO and LUMO	9.891	eV



Entry 2:
ORCA calculation (ωB97M-V/def2-TZVPD) on a 9-piece molecular cluster, C9H36N18O9 overall.

Each line ends with the Mulliken charge.
Positions of all 72 atoms, in Å:
C -10.931 -14.412 -2.763  0.414
O -11.059 -13.760 -1.737  -0.837
N -11.825 -15.241 -3.154  -0.175
N -9.829 -14.664 -3.380  -0.230
H -12.767 -15.018 -2.864  0.209
H -11.632 -15.777 -3.988  0.130
H -9.067 -14.070 -3.084  0.183
H -9.684 -15.407 -4.048  0.205
C -10.443 -13.564 -7.199  0.576
O -10.692 -14.680 -7.581  -0.823
N -10.044 -12.557 -8.010  0.124
N -10.703 -13.068 -5.953  0.047
H -9.856 -12.695 -8.992  -0.053
H -9.679 -11.747 -7.530  0.046
H -10.703 -12.092 -5.696  0.003
H -10.953 -13.769 -5.270  0.009
C -10.119 -11.654 -12.157  0.440
O -10.597 -12.327 -13.087  -0.738
N -9.472 -12.134 -11.118  -0.409
N -10.313 -10.401 -12.055  -0.339
H -9.432 -13.136 -10.998  0.160
H -9.245 -11.471 -10.390  0.282
H -10.984 -10.084 -12.740  0.194
H -10.047 -9.915 -11.211  0.433
C -12.348 -17.347 -5.868  0.675
O -11.401 -17.154 -5.166  -0.750
N -13.177 -18.377 -5.800  -0.417
N -12.737 -16.477 -6.771  -0.198
H -14.013 -18.542 -6.342  0.166
H -12.814 -19.096 -5.191  0.261
H -13.647 -16.501 -7.210  0.175
H -12.006 -15.787 -6.870  0.196
C -11.818 -16.964 -10.474  0.587
O -11.891 -18.072 -11.008  -0.719
N -12.623 -15.992 -10.829  -0.315
N -11.013 -16.670 -9.491  -0.250
H -12.728 -15.189 -10.226  0.134
H -13.398 -16.061 -11.473  0.222
H -10.642 -17.437 -8.949  0.205
H -10.963 -15.742 -9.096  0.240
C -8.301 -9.087 -8.835  0.636
O -9.027 -9.413 -9.733  -0.743
N -8.374 -7.960 -8.264  -0.465
N -7.596 -9.918 -8.118  -0.360
H -8.061 -7.941 -7.304  0.181
H -9.006 -7.277 -8.657  0.225
H -7.390 -10.893 -8.285  0.216
H -7.028 -9.500 -7.395  0.135
C -15.228 -11.329 -6.908  0.634
O -15.025 -10.300 -7.414  -0.682
N -16.363 -11.939 -6.789  -0.400
N -14.389 -12.001 -6.271  -0.183
H -16.355 -12.863 -6.383  0.106
H -17.218 -11.440 -6.991  0.234
H -13.423 -11.727 -6.383  0.159
H -14.679 -12.952 -6.094  0.188
C -11.828 -9.155 -6.673  0.338
O -12.208 -10.171 -6.068  -0.594
N -12.431 -8.879 -7.778  -0.247
N -10.928 -8.332 -6.154  -0.298
H -12.119 -8.063 -8.284  0.140
H -13.306 -9.335 -7.992  0.231
H -10.765 -8.640 -5.206  0.277
H -10.704 -7.424 -6.536  0.187
C -10.432 -10.747 -3.106  0.509
O -10.032 -9.893 -3.813  -0.657
N -11.663 -11.107 -2.993  -0.227
N -9.603 -11.496 -2.405  -0.461
H -12.433 -10.587 -3.391  0.198
H -11.848 -11.906 -2.403  0.233
H -8.638 -11.612 -2.680  0.197
H -9.937 -12.161 -1.721  0.233

molar mass	540.5	g/mol
largest force on an atom	0.161	Eh/bohr
SMILES	NC(N)=O.NC(N)=O.NC(N)=O.NC(N)=O.NC(N)=O.NC(N)=O.NC(N)=O.NC(N)=O.NC(N)=O
LUMO energy	0.0	eV
energy relative to the best compared isomer or geometry (same formula, charge and spin)	107.09	kcal/mol
gap between HOMO and LUMO	9.003	eV



Entry 3:
ORCA calculation (ωB97M-V/def2-TZVPD) on a 10-piece molecular cluster, C40H70F18O20 overall.

Each line ends with the Mulliken spin population.
Positions of all 148 atoms, in Å:
C -6.719 3.622 5.629  0.000
O -5.470 3.176 5.015  0.000
C -4.725 2.556 6.075  0.000
C -3.383 2.133 5.482  0.000
O -3.259 0.927 4.726  0.000
C -3.585 1.133 3.374  0.000
H -6.945 3.307 6.648  0.000
H -7.553 3.445 4.950  0.000
H -6.687 4.712 5.627  0.000
H -5.256 1.685 6.458  0.000
H -4.678 3.235 6.926  0.000
H -2.665 2.055 6.298  0.000
H -3.085 3.022 4.925  0.000
H -3.294 2.073 2.905  0.000
H -4.647 1.139 3.130  0.000
H -2.984 0.545 2.682  0.000
C 0.434 -4.938 2.330  0.000
O 0.507 -4.260 3.563  0.000
C 0.843 -2.857 3.407  0.000
C 0.174 -2.015 4.484  0.000
O 0.640 -0.689 4.222  -0.001
C 0.042 0.223 5.054  0.000
H 0.501 -6.021 2.435  0.000
H 1.272 -4.743 1.660  0.000
H -0.530 -4.703 1.879  0.000
H 0.724 -2.437 2.409  0.000
H 1.909 -2.871 3.636  0.000
H 0.408 -2.297 5.511  0.000
H -0.911 -2.106 4.459  0.000
H 0.457 0.267 6.061  0.000
H -1.046 0.283 5.076  0.000
H 0.285 1.204 4.645  0.000
C -1.241 -1.203 0.103  0.000
O 0.105 -1.755 0.090  -0.001
C 0.659 -2.140 -1.175  -0.001
C 0.926 -1.093 -2.239  0.006
O 1.932 -0.092 -2.023  0.004
C 2.011 0.441 -0.693  -0.012
H -1.602 -1.083 1.124  0.000
H -1.869 -1.968 -0.355  0.000
H -1.333 -0.293 -0.490  0.001
H -0.018 -2.840 -1.664  0.000
H 1.541 -2.722 -0.906  0.000
H 0.022 -0.540 -2.497  -0.001
H 1.165 -1.629 -3.158  0.000
H 2.638 1.324 -0.568  0.008
H 2.275 -0.297 0.065  -0.005
H 1.056 0.960 -0.620  0.004
C 5.495 1.186 -8.972  0.000
O 4.322 0.699 -8.249  0.000
C 3.094 1.495 -8.467  0.000
C 2.076 1.059 -7.431  0.000
O 2.694 1.447 -6.209  0.000
C 2.110 1.105 -4.945  0.001
H 6.319 0.498 -8.783  0.000
H 5.980 2.059 -8.536  0.000
H 5.353 1.322 -10.044  0.000
H 2.773 1.401 -9.504  0.000
H 3.384 2.543 -8.380  0.000
H 1.890 -0.015 -7.427  0.000
H 1.189 1.679 -7.561  0.000
H 1.171 1.643 -4.820  0.000
H 2.761 1.252 -4.083  0.000
H 1.824 0.055 -5.007  0.000
C -0.951 5.059 1.145  -0.001
C -2.470 4.746 1.184  0.006
O -2.860 3.503 0.527  -0.003
C -2.905 3.543 -0.851  0.001
O -2.886 4.686 -1.470  0.000
C -2.989 2.233 -1.660  0.000
F -3.447 1.225 -0.932  0.000
F -3.705 2.440 -2.808  0.000
F -1.723 1.883 -1.929  0.000
H -0.380 4.296 1.674  0.005
H -0.774 6.058 1.544  0.002
H -0.586 5.097 0.119  -0.009
H -2.994 5.591 0.739  0.000
H -2.862 4.743 2.201  0.001
C 5.232 -0.845 -3.876  0.001
C 4.492 -1.890 -4.836  0.000
O 4.005 -2.890 -3.966  0.000
C 2.910 -3.581 -4.274  0.000
O 2.120 -3.343 -5.187  0.000
C 2.604 -4.859 -3.308  0.000
F 2.328 -5.990 -4.015  0.000
F 3.636 -5.134 -2.511  0.000
F 1.440 -4.579 -2.632  0.000
H 5.739 -0.042 -4.411  0.000
H 6.093 -1.157 -3.286  0.000
H 4.596 -0.169 -3.304  0.001
H 5.080 -2.342 -5.634  0.000
H 3.636 -1.519 -5.399  0.000
C 3.605 8.111 1.700  0.027
C 2.428 7.303 2.377  0.042
O 2.782 5.969 2.340  -0.015
C 2.675 5.150 1.190  0.716
O 2.321 5.592 0.069  0.229
C 2.899 3.689 1.521  0.024
F 3.114 3.480 2.803  0.005
F 1.853 2.959 1.164  0.014
F 4.019 3.282 0.907  -0.020
H 3.255 9.140 1.608  -0.010
H 3.918 7.712 0.735  0.002
H 4.424 8.167 2.416  -0.003
H 1.546 7.600 1.808  -0.016
H 2.296 7.667 3.396  -0.001
C 3.449 -0.030 2.925  -0.004
C 4.197 0.314 4.174  0.000
O 5.213 -0.563 4.609  0.000
C 4.962 -1.729 5.157  0.000
O 3.842 -2.232 5.232  0.000
C 6.202 -2.474 5.715  0.000
F 6.433 -2.073 6.932  0.000
F 6.120 -3.761 5.607  0.000
F 7.236 -2.060 5.033  0.000
H 2.448 0.400 2.892  0.000
H 3.210 -1.088 3.040  0.002
H 3.921 0.168 1.962  0.004
H 3.649 0.311 5.116  0.000
H 4.634 1.313 4.146  0.001
C -4.384 -4.399 0.749  0.000
C -4.743 -5.595 1.593  0.000
O -6.041 -5.387 2.236  0.000
C -7.198 -5.704 1.697  0.000
O -7.399 -6.130 0.563  0.000
C -8.475 -5.367 2.541  0.000
F -8.869 -4.123 2.199  0.000
F -9.545 -6.122 2.266  0.000
F -8.201 -5.294 3.843  0.000
H -4.577 -3.489 1.318  0.000
H -5.148 -4.433 -0.028  0.000
H -3.455 -4.323 0.186  0.000
H -3.873 -5.761 2.229  0.000
H -4.714 -6.392 0.850  0.000
C -0.866 -1.127 -5.628  0.000
C -1.692 -0.407 -4.664  0.000
O -2.110 -1.470 -3.720  0.000
C -3.336 -2.045 -3.980  0.000
O -3.871 -1.984 -5.094  0.000
C -3.936 -2.784 -2.779  0.000
F -5.283 -2.971 -2.991  0.000
F -3.157 -3.853 -2.571  0.000
F -3.774 -2.050 -1.684  0.000
H -0.168 -1.703 -5.020  0.000
H -0.378 -0.301 -6.145  0.000
H -1.528 -1.627 -6.334  0.000
H -2.542 0.035 -5.185  0.000
H -1.241 0.421 -4.117  0.000

total charge	-1
molar mass	1212.9	g/mol
largest force on an atom	0.141	Eh/bohr
multiplicity	2
<S²>	0.75
LUMO energy (alpha / beta)	1.8 / 1.8	eV
gap between HOMO and LUMO (alpha / beta)	2.413 / 7.036	eV



Entry 4:
ORCA calculation (ωB97M-V/def2-TZVPD) on one molecule with the formula C4H4N4O2S.

Each line ends with the Mulliken charge.
Positions of all 15 atoms, in Å:
C 0.144 0.841 1.073  0.699
C 0.620 -0.210 0.423  -0.037
C -1.265 1.103 0.640  0.132
C 1.130 -1.555 -1.694  0.401
N -1.637 0.086 -0.242  -0.090
N -0.176 -1.368 -1.560  -0.189
N -0.794 -1.021 -0.239  -0.224
N 0.986 1.845 1.575  -0.539
O -2.024 2.006 0.925  -0.595
O 1.704 -2.178 -2.517  -0.489
S 2.101 -0.938 -0.201  -0.171
H -2.596 -0.177 -0.314  0.292
H -0.677 -2.092 -2.011  0.297
H 1.850 1.360 1.788  0.238
H 0.632 2.297 2.354  0.276

molar mass	172.2	g/mol
largest force on an atom	0.095	Eh/bohr
SMILES	Nc1c(=O)[nH]n2[nH]c(=O)sc12
LUMO energy	0.2	eV
energy relative to the best compared isomer or geometry (same formula, charge and spin)	34.54	kcal/mol
gap between HOMO and LUMO	9.204	eV



Question: Which value of largest force on an atom does entry 3 give?
Answer: 0.141 Eh/bohr